14
Properties=species:S:1:pos:R:3:mulliken_charge:R:1 method="wB97M-V/def2-TZVPD" total_charge=0 fmax_ev_per_a=4.8 relative_energy_kcal_mol=316.5
N 0.307 2.673 0.825 -0.763
C 0.233 -1.765 -1.445 -0.467
C 0.244 -0.240 1.061 -0.315
C 0.098 -1.547 1.111 -0.413
C -0.133 -2.136 -0.134 0.011
C -0.561 -0.537 -1.109 -0.221
C -0.077 0.345 -0.146 -0.033
H -1.525 -0.406 -1.587 0.336
H -0.626 -3.011 -0.439 0.493
H 1.284 -1.842 -1.723 0.299
H 0.497 0.452 1.909 0.420
H -0.528 3.173 0.820 0.125
H 0.997 3.395 0.885 0.086
H -0.209 1.447 -0.029 0.441